{
  "formula": "C22H28N2O4",
  "method": "ωB97M-V/def2-TZVPD",
  "symbols": ["C", "O", "C", "C", "C", "C", "C", "O", "C", "C", "C", "O", "C", "C", "O", "C", "N", "C", "C", "N", "C", "C", "C", "C", "C", "C", "C", "C", "H", "H", "H", "H", "H", "H", "H", "H", "H", "H", "H", "H", "H", "H", "H", "H", "H", "H", "H", "H", "H", "H", "H", "H", "H", "H", "H", "H"],
  "positions_angstrom": [[-2.6561, -0.3235, -2.9820], [-2.9460, -0.8004, -1.6903], [-2.9034, 0.0700, -0.6341], [-2.6790, 1.4300, -0.7783], [-2.6776, 2.2908, 0.3195], [-2.4292, 3.7469, 0.2070], [-2.1630, 4.3025, -1.1728], [-2.4348, 4.4641, 1.1838], [-2.9246, 1.7629, 1.5846], [-3.1270, 0.4108, 1.7435], [-3.1000, -0.4627, 0.6582], [-3.3124, -1.7717, 0.9691], [-2.7260, -2.8074, 0.2071], [-1.1958, -2.6607, 0.0866], [-0.6618, -3.7051, -0.6932], [-0.5445, -2.5624, 1.4886], [0.6865, -1.8316, 1.6262], [1.8481, -2.3232, 0.9152], [2.0327, -1.7046, -0.4823], [2.0725, -0.2562, -0.3912], [3.2884, 0.3854, -0.1930], [3.4497, 1.4592, 0.6888], [4.6622, 2.1134, 0.8004], [5.7536, 1.7209, 0.0474], [5.6076, 0.6651, -0.8375], [4.3990, 0.0132, -0.9622], [0.8632, 0.2399, 0.2306], [0.6289, -0.3836, 1.6186], [-3.3976, 0.4082, -3.3174], [-1.6545, 0.1153, -3.0362], [-2.6981, -1.1991, -3.6280], [-2.5144, 1.8303, -1.7640], [-3.0152, 4.1181, -1.8230], [-1.9970, 5.3740, -1.0974], [-1.2812, 3.8336, -1.6039], [-2.9370, 2.4307, 2.4316], [-3.3073, -0.0136, 2.7189], [-3.1613, -2.8713, -0.7949], [-2.9704, -3.7186, 0.7637], [-0.9860, -1.7552, -0.4848], [-0.7936, -4.5405, -0.2295], [-0.3575, -3.5845, 1.8430], [-1.2667, -2.1032, 2.1685], [1.7833, -3.4087, 0.8335], [2.7302, -2.0689, 1.5178], [2.9563, -2.0835, -0.9145], [1.2045, -1.9950, -1.1349], [2.6323, 1.7916, 1.3095], [4.7532, 2.9356, 1.4959], [6.7004, 2.2298, 0.1441], [6.4435, 0.3508, -1.4462], [4.3101, -0.7844, -1.6843], [0.8959, 1.3270, 0.3040], [0.0302, -0.0129, -0.4357], [-0.3339, -0.0555, 2.0142], [1.4206, -0.0323, 2.2921]],
  "forces_ev_per_angstrom": [[0.0481, 0.0595, -0.2361], [-0.1070, -0.0267, 0.5078], [-0.0351, -0.2615, 0.0059], [0.0092, 0.1134, 0.0710], [-0.1458, -0.5182, 0.4092], [0.0764, 0.3008, -0.2498], [0.0145, 0.2579, 0.2124], [-0.0017, -0.0421, -0.0411], [0.0704, 0.1571, -0.1796], [-0.0175, -0.1773, -0.2091], [0.0717, 0.1994, -0.0009], [-0.2992, 0.4128, -0.0146], [0.4740, -0.4675, -0.4848], [-0.3899, 0.3191, 0.5884], [0.0557, -0.3300, -0.2327], [-0.0991, 0.1339, -0.3099], [0.0630, -0.0557, -0.0191], [0.0990, 0.0079, -0.1446], [0.0444, -0.3363, 0.2009], [-0.2403, 0.0001, -0.1293], [0.2371, 0.2244, -0.0589], [-0.2153, -0.0730, 0.0341], [0.1650, 0.0511, -0.0326], [0.1059, 0.1225, 0.0582], [0.0363, -0.0214, 0.0334], [0.0097, -0.1273, 0.0045], [-0.1556, 0.0344, 0.2480], [0.0547, 0.1666, -0.0675], [0.0403, -0.0056, 0.0205], [-0.0344, 0.0050, 0.0165], [0.0153, 0.0986, -0.0070], [0.0292, 0.0157, -0.1322], [-0.0441, -0.0587, -0.1238], [-0.0026, -0.0100, 0.0204], [0.0539, -0.0753, -0.1098], [0.0006, 0.0531, 0.0695], [-0.0029, -0.0792, 0.1049], [0.0688, -0.0492, 0.2268], [0.0539, 0.0423, -0.0531], [-0.0448, -0.0519, 0.1042], [0.0285, 0.0278, 0.0055], [-0.1474, -0.0438, -0.0109], [-0.0033, -0.0861, 0.0051], [0.0416, -0.0430, 0.0290], [0.0661, -0.0645, -0.1000], [-0.0593, 0.0017, -0.0574], [0.0692, -0.0424, -0.0112], [-0.0862, -0.0225, 0.0411], [0.0001, 0.0576, 0.0502], [0.0747, 0.0473, 0.0075], [0.0496, -0.0253, -0.0556], [-0.0390, -0.0423, -0.0604], [-0.0279, -0.0068, -0.0396], [0.0143, 0.0818, 0.0632], [0.0202, 0.0218, 0.0477], [-0.0630, 0.1297, -0.0142]],
  "mulliken_charge": [-0.981, -0.424, 0.086, -0.013, -0.291, 1.020, -1.393, -0.615, -0.886, -0.377, 0.720, -0.543, -1.308, 2.402, -0.595, -1.481, 0.218, -1.053, -0.760, 0.055, 0.885, -0.433, -0.776, -0.483, -0.625, -0.217, -0.667, -0.735, 0.350, 0.359, 0.267, 0.537, 0.368, 0.362, 0.351, 0.463, 0.433, 0.277, 0.529, -1.138, 0.445, 0.455, 0.546, 0.451, 0.414, 0.471, 0.298, 0.205, 0.365, 0.384, 0.367, 0.412, 0.689, -0.138, 0.275, 0.470],
  "gap_ev": 7.55,
  "de_lowest_kcal_mol": 80.3,
  "total_charge": 0,
  "lumo_ha": 0.011,
  "smiles": "COc1cc(C(C)=O)ccc1OC[C@H](O)CN1CCN(c2ccccc2)CC1"
}

{
  "formula": "C22H28N2O5",
  "method": "ωB97M-V/def2-TZVPD",
  "symbols": ["C", "O", "C", "C", "C", "C", "C", "O", "N", "C", "C", "C", "O", "N", "C", "C", "C", "C", "C", "C", "C", "C", "C", "C", "O", "C", "C", "O", "C", "H", "H", "H", "H", "H", "H", "H", "H", "H", "H", "H", "H", "H", "H", "H", "H", "H", "H", "H", "H", "H", "H", "H", "H", "H", "H", "H", "H"],
  "positions_angstrom": [[-5.1835, 2.0122, -1.4651], [-4.2983, 2.2906, -0.4094], [-3.4333, 1.3161, -0.0024], [-3.3108, 0.0834, -0.6242], [-2.4174, -0.8620, -0.1334], [-2.2820, -2.2101, -0.7942], [-0.8315, -2.4994, -1.1410], [-0.1169, -3.1611, -0.3996], [-0.3645, -2.0094, -2.3058], [-1.0464, -1.0420, -3.1332], [0.9726, -2.3906, -2.7316], [2.0105, -1.3972, -2.1838], [2.5045, -0.5345, -2.8799], [2.2450, -1.5928, -0.8719], [3.0600, -0.7885, -0.0429], [2.4907, -0.2770, 1.1182], [3.2234, 0.5079, 1.9915], [2.6027, 1.0511, 3.2422], [4.5516, 0.7756, 1.6793], [5.1232, 0.2522, 0.5369], [4.4014, -0.5469, -0.3425], [5.0603, -1.1437, -1.5445], [-1.6666, -0.5671, 0.9849], [-1.7680, 0.6691, 1.6282], [-0.9714, 0.7875, 2.7219], [-1.1000, 1.8803, 3.6081], [-2.6437, 1.6342, 1.1202], [-2.7855, 2.8664, 1.7351], [-2.3800, 3.9814, 0.9657], [-5.8227, 1.1535, -1.2382], [-4.6495, 1.8335, -2.4046], [-5.8023, 2.9023, -1.5692], [-3.9250, -0.1606, -1.4766], [-2.9118, -2.2746, -1.6812], [-2.5873, -2.9839, -0.0860], [-0.2982, -0.4229, -3.6268], [-1.6553, -1.5353, -3.8976], [-1.6749, -0.3937, -2.5273], [1.0105, -2.3877, -3.8220], [1.1821, -3.3942, -2.3534], [1.6116, -2.2320, -0.3939], [1.4536, -0.4940, 1.3322], [2.7124, 2.1340, 3.2838], [1.5470, 0.8003, 3.2815], [3.0953, 0.6334, 4.1200], [5.1426, 1.3895, 2.3439], [6.1624, 0.4560, 0.3212], [4.7058, -0.6512, -2.4498], [6.1402, -1.0346, -1.4832], [4.8134, -2.2016, -1.6291], [-0.9875, -1.2975, 1.3952], [-2.1404, 2.0509, 3.8869], [-0.6842, 2.7961, 3.1811], [-0.5241, 1.6018, 4.4914], [-1.3325, 3.8862, 0.6566], [-2.4900, 4.8445, 1.6201], [-3.0064, 4.1121, 0.0811]],
  "forces_ev_per_angstrom": [[-0.1597, -0.0551, -0.2207], [0.3497, -0.0865, 0.4333], [-0.0018, 0.0584, 0.0621], [-0.2006, 0.1144, -0.0596], [-0.0188, 0.2210, 0.2174], [0.1261, -0.1201, 0.1397], [-0.3584, 0.0093, -0.1634], [0.0679, -0.2589, 0.3794], [0.2906, -0.0827, -0.1319], [-0.2917, 0.1238, -0.1563], [0.2505, -0.0637, 0.0921], [-0.4147, -0.3656, -0.4168], [0.0587, 0.2102, -0.1313], [0.0840, -0.2519, 0.5703], [0.2324, 0.3170, 0.0720], [0.1111, 0.0224, -0.0550], [0.0407, -0.0495, -0.0328], [0.0511, -0.0110, 0.0167], [-0.0647, -0.0125, -0.0042], [-0.0633, 0.0213, 0.0361], [-0.1065, -0.0707, -0.0493], [-0.0105, 0.1006, -0.1154], [-0.0160, 0.0496, -0.0309], [-0.1109, -0.0247, -0.1230], [-0.0615, -0.1511, -0.3667], [-0.0164, 0.2768, 0.3842], [0.0033, 0.3817, 0.0917], [-0.1949, -0.6712, -0.1018], [0.1561, 0.2805, -0.1855], [0.0372, 0.0207, -0.0156], [-0.0260, -0.0150, 0.0504], [0.0203, -0.0867, -0.0359], [-0.0558, 0.0043, -0.1038], [-0.0346, 0.0226, 0.0151], [0.0465, -0.0115, -0.1524], [-0.0391, 0.0274, 0.0270], [-0.0041, 0.0702, -0.0236], [0.0184, 0.0178, -0.0912], [0.0512, 0.0608, 0.1270], [-0.0310, 0.1017, -0.0967], [0.0548, -0.0030, -0.2053], [-0.1593, 0.0072, 0.0160], [-0.0414, 0.0804, 0.0582], [-0.0961, 0.0137, 0.0597], [-0.0198, 0.0093, 0.1037], [0.0697, 0.0731, 0.0744], [0.1019, 0.0015, -0.0378], [0.0646, -0.0587, -0.0285], [0.0757, -0.0516, 0.0307], [0.0256, -0.0869, -0.0538], [0.1123, -0.1021, 0.0861], [0.1080, -0.0098, 0.0075], [-0.0461, -0.0502, 0.0326], [-0.0259, 0.0313, -0.0655], [-0.0467, -0.0040, 0.0473], [0.0456, 0.0247, -0.0619], [0.0621, 0.0009, 0.0860]],
  "mulliken_charge": [-0.947, -0.465, 0.838, -0.494, -0.078, -1.299, 0.903, -0.763, 0.213, -1.003, -1.401, 0.797, -0.639, 0.053, 0.302, -0.326, 0.455, -1.289, -0.811, -0.878, 1.078, -1.616, -0.800, -0.130, -0.362, -0.983, 1.029, -0.557, -0.749, 0.350, 0.364, 0.264, 0.462, 0.356, 0.370, 0.412, 0.264, 0.365, 0.470, 0.413, 0.306, 0.425, 0.363, 0.046, 0.355, 0.407, 0.357, 0.296, 0.444, 0.322, 0.612, 0.451, 0.304, 0.322, 0.298, 0.272, 0.255],
  "gap_ev": 8.90,
  "de_lowest_kcal_mol": 53.2,
  "total_charge": 0,
  "lumo_ha": 0.021,
  "smiles": "COc1cc(CC(=O)N(C)CC(=O)Nc2cc(C)ccc2C)cc(OC)c1OC"
}